# 1
Molecular formula: H4N2O2P
Method: DFT, the ωB97M-V functional and the def2-TZVPD basis

Structure (XYZ):
```
9
H4N2O2P (the ωB97M-V functional and the def2-TZVPD basis)
P -0.5091 0.2304 -0.7299
O 2.4169 1.5763 1.5668
O 0.6867 0.2962 0.2067
N -1.6609 -1.0042 -0.1500
N -0.7797 -1.4485 -1.2638
H 2.1487 0.9917 0.7607
H -1.4381 -1.5870 -2.0798
H -2.5523 -0.7420 -0.5147
H 1.6878 1.6870 2.2040
```

The value obtained for the gap between HOMO and LUMO is 8.42 eV. The total energy is -603.76715 hartree. The calculation puts the relative energy (zero: lowest compared OMol25 entry of this formula, charge and spin) at 402.8 kJ/mol. As for the total charge: -1. As for the largest force on an atom: 2.698 eV/A. The HOMO energy comes out at -3.88 eV.

# 2
Molecular formula: C6H13AlBO6
Method: DFT, the ωB97M-V functional and the def2-TZVPD basis

Structure (XYZ):
```
27
C6H13AlBO6 (the ωB97M-V functional and the def2-TZVPD basis)
Al -1.1738 -1.3319 0.3338
O 1.8755 1.6365 1.8400
O 1.6908 3.8866 1.9414
O 1.3326 -3.3711 0.4612
O -2.5165 -0.3377 -0.3408
O 1.0010 -4.6229 -1.5272
O 0.0576 -0.0353 0.0573
C 0.0000 2.2185 -0.6484
C 1.3308 2.8629 -0.1912
C -2.1577 0.9889 -0.0819
C -0.6264 1.1660 0.2468
C -0.8262 -2.9116 -0.8595
C 1.6212 2.8545 1.2807
B 0.5261 -3.6334 -0.6276
H -1.5906 -3.6741 -0.6836
H 1.2240 1.4961 2.5275
H 0.1853 1.7057 -1.5836
H -2.5188 1.6944 -0.8345
H -0.7108 3.0155 -0.8486
H -1.2279 -1.6546 1.9147
H -2.6998 1.2938 0.8275
H -0.9143 -2.6383 -1.9096
H 1.7216 -4.1892 0.7707
H 1.2961 3.9120 -0.4536
H 1.5476 -4.2218 -2.1955
H -0.6267 1.4448 1.3063
H 2.1791 2.4456 -0.7222
```

The value obtained for the gap between HOMO and LUMO is 7.85 eV. The total energy is -955.38272 hartree. As for the total charge: -1. As for the largest force on an atom: 1.793 eV/A. The HOMO energy comes out at -4.88 eV.

# 3
Molecular formula: C34H57N3O2SScSi
Method: DFT, the ωB97M-V functional and the def2-TZVPD basis

Structure (XYZ):
```
99
C34H57N3O2SScSi (the ωB97M-V functional and the def2-TZVPD basis)
Sc 0.0960 -0.0228 1.9092
S 1.8036 1.3383 3.0493
Si 2.7310 3.0064 -2.9639
O 0.9336 -0.1805 -4.2035
O 1.0223 -1.1775 0.4114
N 0.1330 2.0810 5.2523
N -0.9257 -1.0435 3.4722
N -1.5967 1.2157 1.8249
C -2.4343 0.7467 4.0427
C 4.3779 2.1208 -3.1215
C -0.1171 -5.1456 3.8221
C -1.8172 1.8426 0.5400
C 0.1845 -2.3526 0.0452
C -3.0120 -2.9199 2.7913
C -1.3774 -4.7326 3.3749
C -2.7124 1.2432 -0.3680
C -2.4193 1.4676 2.8536
C -2.9483 1.8692 -1.5916
C 0.4255 -2.7815 -1.3935
C -3.4100 2.5809 2.7589
C 2.3187 3.5403 -4.7262
C 2.4830 -1.4779 0.2874
C -0.1369 0.4020 -4.9892
C -2.3249 3.0806 -1.9062
C -0.6590 -2.4427 3.6326
C 0.7928 1.7566 4.3280
C 2.8290 -2.8104 0.9378
C -0.2509 3.6905 1.2197
C -3.3671 -0.0624 -0.0326
C 0.8546 -4.2214 4.2128
C -1.2031 3.0767 0.2454
C -1.8106 -0.4682 4.3089
C -2.2413 -1.1756 5.5554
C 1.8683 -0.9367 -5.0022
C 1.4604 1.9261 -2.0242
C 1.2441 -2.1009 -5.7580
C 1.5821 -1.8555 4.6799
C 3.0678 4.6423 -2.1036
C -1.4891 3.6976 -0.9726
C 0.5848 -2.8508 4.1604
C -1.4449 -0.3486 -4.8166
C -1.6596 -3.3718 3.2682
H -2.6652 -0.9066 -0.1368
H -3.7830 -0.0861 0.9850
H -4.0337 2.5345 3.6580
H -3.6415 1.4065 -2.2957
H 1.8812 -2.1159 5.7081
H 2.7106 -1.4738 -0.7856
H -1.0380 4.6677 -1.1857
H 1.3685 -3.3265 -1.4904
H -3.7405 -2.8296 3.6130
H -1.3365 -1.3899 -5.1361
H 2.9803 -0.6264 0.7798
H 5.0610 2.6913 -3.7705
H 0.1107 4.6587 0.8472
H -0.3850 -3.4618 -1.6903
H 1.8284 -4.5491 4.5899
H 0.6362 3.0559 1.3801
H -1.7770 -0.3238 -3.7761
H 0.6358 -2.7325 -5.1049
H 1.5632 0.8241 -2.1910
H -4.1938 -0.2660 -0.7272
H -0.2149 1.4434 -4.6274
H 3.9120 -2.9672 0.8988
H 2.3407 -0.2430 -5.7271
H 4.2594 1.1224 -3.5578
H 2.5073 -1.8473 4.0795
H -2.9911 -1.9541 2.2679
H -1.4128 -1.6866 6.0551
H -3.0538 -1.8847 5.3305
H 2.0947 2.7013 -5.3950
H -3.0806 1.1234 4.8255
H 4.8610 2.0110 -2.1433
H 0.4438 2.2009 -2.3353
H 1.2135 -0.8205 4.7112
H 2.6317 -1.2775 -4.2841
H -4.0716 2.4721 1.8907
H 0.1400 0.4158 -6.0658
H -0.7086 3.8621 2.2051
H 2.0439 -2.7145 -6.1760
H -3.4316 -3.6554 2.0884
H 2.2933 5.3872 -2.3264
H 3.1397 4.5390 -1.0150
H -2.1501 -5.4546 3.1012
H -2.6399 -0.4278 6.2523
H 0.4467 -3.1659 0.7423
H 2.3749 -3.6465 0.3975
H -2.2087 0.1242 -5.4379
H 2.5128 -2.8599 1.9894
H -0.8654 -2.0868 0.2307
H 3.2009 4.0580 -5.1389
H 0.1066 -6.2108 3.8885
H -2.9095 3.5580 2.7422
H 4.0250 5.0463 -2.4659
H 1.5273 2.1250 -0.9463
H 1.4832 4.2509 -4.7772
H -2.4993 3.5514 -2.8736
H 0.6275 -1.7469 -6.5906
H 0.4348 -1.9389 -2.0950
```

The value obtained for the gap between HOMO and LUMO is 8.19 eV. The total energy is -3092.81785 hartree. The calculation puts the relative energy (zero: lowest compared OMol25 entry of this formula, charge and spin) at 6.3 kJ/mol. As for the total charge: +1. As for the largest force on an atom: 2.877 eV/A. The HOMO energy comes out at -11.18 eV.

# 4
Molecular formula: C4H14N3
Method: DFT, the ωB97M-V functional and the def2-TZVPD basis

Structure (XYZ):
```
21
C4H14N3 (the ωB97M-V functional and the def2-TZVPD basis)
N 1.1115 0.1139 -0.5449
N -0.1586 0.2500 -0.3644
N 1.8924 -0.7212 -2.7673
C -1.6668 1.3007 1.5889
C -0.2893 -0.8995 2.0806
C -0.3757 0.4523 1.3619
C -1.2063 0.3181 -1.0759
H -0.8697 -0.7525 2.9507
H -1.2149 0.3632 -2.1680
H 0.6039 0.9390 1.6031
H 1.2091 -1.2582 -3.3435
H 0.7752 -1.2510 2.4056
H 1.7837 0.4112 0.1189
H 1.5576 -0.1778 -1.4574
H 2.8229 -1.1960 -2.7297
H 2.1159 0.1424 -3.2794
H -2.6008 0.9492 1.0945
H -1.4482 2.2546 1.2776
H -2.1930 0.5106 -0.6849
H -1.8712 1.3724 2.7171
H -0.8605 -1.6765 1.5946
```

The value obtained for the gap between HOMO and LUMO is 10.50 eV. The total energy is -324.73066 hartree. The calculation puts the relative energy (zero: lowest compared OMol25 entry of this formula, charge and spin) at 352.3 kJ/mol. As for the total charge: +1. As for the largest force on an atom: 5.616 eV/A. The HOMO energy comes out at -13.55 eV.